8
Properties=species:S:1:pos:R:3:nbo_charge:R:1 method="wB97M-V/def2-TZVPD" homo_lumo_gap_ha=0.394 e_homo_ev=-11.39 e_above_lowest_kj_mol=186.0
C 0.75898 -0.00676 0.44549 0.70
O -1.02203 0.76649 3.42314 -0.85
O -2.27372 -0.58160 1.84797 -0.87
O 0.65724 -0.45895 1.50637 -0.52
O -0.58553 0.15257 -0.70029 -0.79
S -1.26227 -0.53971 2.86916 1.69
H 1.50790 0.72833 0.12427 0.17
H -1.18565 -0.53560 -0.40291 0.47